C25H24HfIN4O3 | the ωB97M-V functional and the def2-TZVPD basis

**HOMO level**: -16.95 eV
**Net charge**: +3
**Orbital gap**: 6.71 eV
**Max |F|**: 0.4 eV/A

Cartesian coordinates (Å):
C 2.75722 4.63218 -1.11687
C -3.29350 0.14816 -0.00116
C 0.86715 1.72515 -1.95623
C 0.26420 -0.62547 -2.02238
H -0.50212 3.07958 -2.89585
N -1.44075 -1.23787 0.81460
H 2.97682 6.46830 -2.19372
C 1.16318 0.38282 -1.64589
H 3.82630 -1.96381 4.25410
C 2.48860 3.79828 -3.49221
C -3.24454 -2.15242 -0.60383
H -4.86989 -2.80472 -1.83005
H -1.58945 -1.07196 -3.01894
C -1.15068 1.02869 -3.05295
Hf 0.10767 0.40058 0.69858
H -2.03939 1.28139 -3.61708
H -4.93707 1.33692 -0.72516
C -4.42368 -1.96608 -1.31258
H 3.37287 -0.83423 2.95745
H -2.22550 -2.95371 1.59604
H 3.38618 4.37019 -3.70906
C 3.01943 -1.36550 3.84033
O 0.89143 -0.64767 2.04723
C -0.29320 -3.96179 3.04349
H 0.51544 -1.66498 -1.84051
O -1.63944 -5.05011 1.40664
N 1.71569 2.72051 -1.39945
H 0.80777 -5.22895 4.37970
I -2.42078 1.78732 1.04246
C 3.52161 5.85326 -1.47665
H -2.31036 -4.64625 3.34062
H 2.73615 -0.62140 4.58843
H 1.64040 4.26177 -3.99331
C 2.41969 4.15006 0.15433
C 0.76927 -4.26992 3.87624
C 0.83682 -1.87032 2.66435
C 1.76436 2.96240 -0.05741
H 4.48407 5.59020 -1.92120
H -2.02808 -5.90996 1.21111
H -1.09923 -5.91686 3.22804
C -4.46157 0.36569 -0.70217
C -1.40240 -4.95662 2.81151
C -0.90204 -0.29441 -2.71364
C -0.25814 -2.70234 2.41677
C -5.03174 -0.71861 -1.36186
N 1.78871 -3.44599 4.11418
H 2.63232 2.78309 -3.85502
N 2.29748 3.77830 -2.04236
H 2.63867 4.61471 1.10029
H 3.71154 6.44427 -0.58512
C -2.66419 -1.08876 0.07965
C -1.35966 -2.29898 1.58126
H -2.76548 -3.12532 -0.57683
C -0.27713 2.04609 -2.66232
H -5.95547 -0.57945 -1.90723
C 1.85506 -2.25606 3.53303
O 1.18776 2.09036 0.74375
H 2.14162 0.13026 -1.23512

C13H18INO6Pt | the ωB97M-V functional and the def2-TZVPD basis

**HOMO level**: -7.88 eV
**Orbital gap**: 7.42 eV
**Max |F|**: 0.8 eV/A

Cartesian coordinates (Å):
H 1.16718 3.69174 -2.25390
C -0.99514 -3.61000 -0.84999
H 0.17144 1.55677 3.31606
C 1.31377 -2.18368 -1.06092
H -0.85242 2.71493 1.02612
C 1.37910 -3.56104 -0.98251
C -0.89718 3.23402 0.07106
C 0.21094 -4.29226 -0.86597
C 0.36825 -0.23466 2.12800
C 0.04484 2.12996 -3.04755
H 2.45373 -0.58339 2.63510
N 0.14906 -1.52438 -1.02996
O -2.13938 1.67539 -1.13252
H 0.47705 0.09550 4.27542
H -0.79482 4.31058 0.20372
O 0.23492 2.71977 -0.69260
C 1.86628 -0.03708 1.89424
C 0.04347 -1.72316 2.28410
H 2.34290 -4.04899 -1.00385
H 2.19893 -1.57311 -1.15584
Pt -0.07062 0.44265 -0.79554
H 0.23656 -5.37060 -0.78882
C -0.99829 -2.22978 -0.93179
H 2.12287 1.02175 1.95670
H -0.57449 3.96052 -2.15804
O -3.08665 3.69144 -0.75042
O 0.15803 0.92875 -2.83345
H -0.18046 1.84646 -4.87958
C -2.19092 2.85727 -0.67245
H -1.02203 -1.85290 2.48153
O -0.41131 0.36905 1.11670
C 0.20967 3.21397 -2.01725
O -0.10228 2.59763 -4.27012
H 0.60596 -2.15476 3.11496
H 0.30134 -2.28818 1.38868
H -1.12382 0.37753 3.56184
I -2.79961 -4.61678 -0.67561
H 2.14733 -0.38780 0.89962
C -0.05097 0.49274 3.40556
H -1.91322 -1.65585 -0.91074

C13H17IN2OSn | the ωB97M-V functional and the def2-TZVPD basis

**HOMO level**: -15.99 eV
**Net charge**: +2
**Orbital gap**: 5.68 eV
**Max |F|**: 4.4 eV/A

Cartesian coordinates (Å):
H -2.01160 3.27869 -0.84972
H 2.19810 0.91822 -4.47913
C -0.25121 1.30279 -1.53819
C 0.38903 -3.86908 0.64382
H -1.67984 -0.47324 2.29628
N 0.58057 0.22631 -1.60385
C 1.40758 0.10983 -2.66319
H 3.04550 0.34764 1.36330
H 1.46930 -3.66309 0.72302
C -1.82903 0.35302 1.60093
C -1.17166 1.35452 -0.39786
C -2.64491 1.42886 1.92923
Sn 0.62142 -1.34631 0.13509
H -3.18240 1.40375 2.87364
C -0.56894 -2.97247 1.54856
H -3.39693 3.34793 1.25173
H 0.07188 -3.95791 -0.40161
H -0.87124 3.15113 -2.42273
C -0.20358 2.30075 -2.52155
C 2.25787 0.35580 2.12974
H 0.31833 -4.89372 1.04365
C -2.75127 2.49965 1.03890
H -0.08222 -2.45787 2.38709
H 0.70911 2.97216 -4.36164
O 1.09012 -0.30201 1.75167
H 2.64648 -0.10804 3.04433
C 0.67198 2.19776 -3.59823
H -1.24674 -3.68388 2.04551
C -1.99330 2.46227 -0.12895
H -1.32674 -2.36362 1.01573
N -1.16871 0.27461 0.42674
H 1.97848 1.39477 2.34931
H 2.04548 -0.77150 -2.68217
C 1.49195 1.07074 -3.66522
I 3.38709 -1.88844 -0.28421

C35H44N7O3 | the ωB97M-V functional and the def2-TZVPD basis

**HOMO level**: -9.35 eV
**Net charge**: +1
**Orbital gap**: 4.68 eV
**Max |F|**: 4.3 eV/A

Cartesian coordinates (Å):
H -0.08890 5.68842 -0.50737
C -0.05157 4.85591 2.01848
O 7.74201 3.52344 0.46227
H -8.51966 0.93287 0.81986
H -0.55463 -6.42145 1.32978
C 3.33774 1.23207 0.62608
C 4.36802 0.24595 0.80837
H 0.21257 5.89221 1.76791
C 0.45609 -3.47261 0.30259
H -2.67320 0.69531 0.21925
H -1.56889 -3.31300 2.18414
N 1.81150 -3.18291 -3.12265
H -2.86784 2.16570 2.24318
H 2.21294 -4.68850 -4.45437
H -7.63790 1.82536 -1.34795
C -0.39272 1.80665 1.00833
H -0.85738 0.83054 1.16712
N 7.44697 2.31623 0.62451
H 0.43244 -5.74562 -3.34236
H 1.69671 -0.08486 1.11933
C -0.84617 -4.13264 2.31376
H 2.97299 -1.47832 -3.59798
C 0.46430 -6.17538 -0.54139
C 0.98007 1.92226 0.78991
C 3.76662 2.58828 0.44631
C -0.92747 4.28248 0.88884
H 1.64364 -0.74046 -5.50560
C -3.28633 3.98650 1.17554
N -0.15536 -4.43492 1.05991
N 1.22188 -1.22649 -0.09546
C -5.17864 0.85733 1.51925
C 2.21765 -4.53772 -3.36611
H 0.64566 4.07516 -0.61699
H -2.14868 6.64660 -0.14208
C 5.09574 2.95357 0.49353
C 0.63242 -2.13424 0.71332
C -5.57582 1.68674 -0.73240
C -6.95398 1.54467 -0.54531
H 1.85610 -6.48519 -2.56129
C -3.22233 1.64811 0.15342
H -6.92788 0.30417 2.65193
C -4.70166 1.38886 0.31401
H -1.41510 -5.03599 2.55658
C 0.10488 -3.83448 3.45553
C -7.44267 1.04440 0.67279
C 2.32143 -2.21009 -4.09409
H 3.24297 -4.69816 -2.99046
H 0.00094 -6.95335 -1.15566
C 6.08546 1.95817 0.66631
C -2.67996 2.58666 1.23120
H 3.04613 3.39049 0.27941
C 0.91500 -3.82373 -0.99969
H -3.01661 2.10208 -0.83286
O -4.46821 4.29301 1.30221
H -1.52163 -5.65275 0.04398
C 1.94296 0.91159 0.77888
H -0.47819 -3.58513 4.34823
H 0.77558 -3.00048 3.23411
H 1.35792 -6.60065 -0.04475
H 0.30831 -1.78181 1.69858
N -1.24755 2.84346 1.03722
H 0.49746 -1.01763 -4.17693
H 1.29326 2.95315 0.68472
C 1.20851 -1.50462 -4.85275
H 0.65877 -2.22005 -5.47757
H 0.71049 -4.72107 3.68118
H -4.46615 0.60166 2.30900
H -0.98820 4.34087 -1.27842
H 5.38716 3.99696 0.43707
C -0.51959 -5.70246 0.49991
H -0.61191 4.85554 2.96360
C -6.55749 0.69770 1.70097
H 6.49142 -0.13328 0.96795
C 5.70860 0.59754 0.81094
N -2.25818 4.86656 0.97258
C -0.29452 4.61138 -0.47074
C -2.50088 6.27695 0.82922
C 1.39812 -2.80704 -1.87340
H 2.93045 -2.78418 -4.80013
H -3.57390 6.46180 0.90261
H 0.87149 4.28295 2.14465
N 0.85537 -5.11274 -1.41526
H -1.98947 6.85242 1.61047
H 4.08838 -0.79675 0.94137
H 1.80904 -0.64273 -2.00177
C 1.48415 -1.48477 -1.38101
H -5.16405 2.06774 -1.67394
O 8.31348 1.41566 0.71721
C 1.30947 -5.54582 -2.70070

C4H5Br2O2S | the ωB97M-V functional and the def2-TZVPD basis

**HOMO level**: -3.34 eV
**Net charge**: -1
**Orbital gap**: 6.73 eV
**Max |F|**: 4.3 eV/A

Cartesian coordinates (Å):
S -0.76734 2.49931 -0.26859
Br -3.03022 1.29963 -1.40409
O -0.93979 3.07193 1.07624
C -0.43530 -0.08540 -1.47187
H 0.03828 0.29998 -2.41862
C -1.88951 -0.37336 -1.71929
C -0.19395 0.85772 -0.33101
O 0.66629 1.96193 -0.56342
H 0.96508 -0.56647 0.75472
Br -2.52517 -1.62755 -0.10701
C 0.17752 0.26256 0.95204
H -0.62155 -0.33451 1.53414
H 0.57738 0.96542 1.67883
H 0.26406 -0.96783 -1.32204

C27H28F3KN6O2SSe2 | the ωB97M-V functional and the def2-TZVPD basis

**HOMO level**: 1.82 eV
**Net charge**: -2
**Orbital gap**: 1.50 eV
**Max |F|**: 4.3 eV/A

Cartesian coordinates (Å):
C 5.41717 -2.00879 -1.79256
H 3.32176 6.39576 -1.91576
N -3.05965 2.26841 -1.14119
C -5.94258 3.22124 1.40171
H 0.90503 3.33275 1.85265
C 0.61107 -6.30187 -0.68050
N 1.78857 -4.07135 -0.64034
C -2.50622 -0.21085 -2.06551
C -2.37450 1.35695 -0.37815
H -4.61516 0.58422 3.95180
N -2.04441 0.11564 -0.81525
C -3.49360 1.92006 -2.32077
H -2.65456 -4.14914 -0.85308
H -8.38883 4.19241 2.28686
C -4.13667 1.97065 2.32583
H -2.27296 -1.26103 -2.23538
C 3.29452 6.53238 -0.82862
H -6.40236 3.85827 0.67012
C 2.64908 4.30806 1.00739
C -3.21827 0.66646 -2.89341
H -3.55763 0.45282 -3.89636
H 1.58659 2.54616 0.35885
H 7.24124 -4.91902 -1.40315
N -1.84678 1.77406 0.80060
C -4.61011 2.88772 1.39742
H 7.60276 -2.45232 -1.65136
C 0.68693 -4.86665 -0.52373
C -4.97419 1.38804 3.28135
H 4.28474 0.99856 0.77554
H 4.87550 -5.72791 -1.14242
S -2.40763 1.67641 2.31511
H 5.49252 -0.90671 -1.97681
C 4.44664 1.48983 1.78411
H -0.39475 -3.05095 -0.23884
H 4.85847 0.74724 2.50834
F 3.49333 -0.64264 -3.16834
H 4.17145 6.09150 -0.37128
C -0.52735 -4.11755 -0.39969
H -8.53607 2.68797 3.32964
K -0.16767 -0.29309 1.19999
C 4.12594 -2.58740 -1.87152
F 1.92525 -2.18088 -2.79178
C -6.74945 2.82398 2.49248
H 2.73162 4.83112 1.98131
H 5.01659 2.42190 1.68627
C -0.62067 -6.85581 -1.02725
H -0.70535 -7.93574 -1.06927
N 2.84233 -4.69196 -1.12440
C 5.10348 -4.70237 -1.36993
H -3.89032 3.35211 0.68818
C -6.29136 1.80425 3.32972
H 3.63015 4.04536 0.59204
H 3.27140 7.59757 -0.69743
O -1.70759 2.74249 2.97539
H -4.22372 2.65727 -2.73758
H -2.59064 -6.40133 -1.78381
C 6.40273 -4.22947 -1.43473
C 3.05459 -1.61292 -2.25174
C -1.73867 -6.04213 -1.24432
C 3.93635 -3.95576 -1.55599
O -2.13301 0.35488 2.85910
N -7.99231 3.33569 2.75952
H 1.51040 -6.83165 -0.64297
H -7.01819 1.43990 4.04220
C 6.54626 -2.78695 -1.52622
C -1.70365 -4.68580 -0.81270
Se 1.67725 5.60446 -0.18729
C 1.78163 3.10968 1.29246
F 2.58844 -0.89393 -1.10681
Se 2.62510 1.78972 2.62230

C6H12 | the ωB97M-V functional and the def2-TZVPD basis

**HOMO level**: -9.03 eV
**Orbital gap**: 10.24 eV
**Max |F|**: 1.3 eV/A

Cartesian coordinates (Å):
C -0.59023 1.19876 -0.00074
H 0.01382 1.71702 0.74438
H -0.83547 -0.99458 -0.33484
C -0.21427 -0.58995 1.66016
H 0.86903 2.17766 -1.20197
H -1.57901 1.63172 0.14848
H 0.43280 -2.62633 1.27591
H -0.65568 -2.55605 2.58979
H 1.27905 -0.24510 -1.57575
H -0.22347 -0.29141 -2.52392
H 1.11501 0.73822 -3.03112
C 0.01401 1.54245 -1.38893
C 0.58258 0.33878 -2.16402
H -0.72896 2.04963 -1.99905
H 0.89104 -2.01212 2.89303
H 0.03665 0.16908 2.39420
C -0.54497 -0.26626 0.41489
C 0.13811 -1.98152 2.09952

C27H41AlF9OP2 | the ωB97M-V functional and the def2-TZVPD basis

**HOMO level (spin up / spin down)**: -9.35 / -9.26 eV
**Net charge**: +1
**Orbital gap (spin up / spin down)**: 5.40 / 5.83 eV
**Max |F|**: 4.2 eV/A

Cartesian coordinates (Å):
H -0.51411 -1.75202 -4.40820
O -0.47367 -1.99124 1.27231
H -0.93704 3.26628 1.04100
C -4.91158 -1.26781 -0.72819
H -5.09643 -1.20282 -4.08969
H -4.68490 0.41380 2.57324
H -3.12855 2.39030 0.09536
H -1.22267 -5.52764 -2.16813
C -3.43565 -3.73071 -1.14244
P -2.90278 0.20579 0.94991
H 2.20806 -1.04188 0.99192
F 2.12917 -2.96550 1.84424
H 0.58105 3.25205 -3.32011
C -5.54706 -2.58864 -0.23553
H 0.40249 -4.81316 -2.43345
H -1.10295 2.96494 -2.81155
C -0.13283 2.47937 -2.99460
H -2.82065 -4.54637 -3.00515
H 0.11279 1.72805 2.31077
H -5.08663 -4.65743 -0.19176
C -4.19532 -0.43115 2.10231
C 0.92174 1.31148 0.40361
C 1.39397 -2.60456 2.92898
C -0.85733 -1.88005 3.72240
H -5.51280 -4.07816 -1.77305
H -2.90488 -4.46462 -0.50851
H -3.29158 -2.49899 -4.43352
H -5.31600 -0.41832 -0.18354
H -3.43078 -2.15631 0.42476
H -1.41180 3.59218 -0.65484
C -0.54739 3.39703 0.00984
C -1.16498 -1.49922 -3.53057
H 1.98101 -1.10079 -2.71334
H -0.70949 -0.67671 -2.91926
H 1.85132 2.10586 2.18732
F -2.16183 -2.22965 3.81935
C -2.95322 -3.55499 -2.55891
H -6.65969 -2.60402 -0.30721
C -2.98789 -1.21078 -0.08360
F 1.64133 -3.49118 3.93454
H -5.38939 -2.65358 0.85699
C -0.13785 -2.54710 2.47949
C -3.38980 1.41807 -0.33866
C 0.20354 2.20348 -0.43843
C 1.26379 0.67795 -1.78231
C -0.58191 -4.00541 2.45289
C -3.90843 -2.91098 -3.63490
H -0.23982 1.76222 -3.81753
F -0.81653 -0.52107 3.63095
H -2.79853 1.29405 -1.25171
F -0.59492 -4.66676 3.61654
C -4.95893 -1.87420 -3.22230
C -0.56128 -4.66995 -1.92046
F -1.88765 -4.08277 1.90578
F -0.32231 -2.17226 4.94018
H 0.07819 4.31664 0.01289
H -4.97186 -1.07047 1.70010
C 0.39599 1.80163 -1.79694
H -0.37441 -4.69158 -0.82362
H -2.13835 -1.11954 -3.94015
F 1.82395 -1.37576 3.36324
H 1.02697 -0.04061 -3.80194
H 1.29781 0.42186 2.28188
H -4.17715 -0.07631 -2.30859
F 0.21899 -4.69440 1.59299
C 2.46283 -0.74286 -0.02077
C 1.75281 -0.04872 -2.96809
C 1.59642 0.37851 -0.43878
H 2.27164 -1.60680 -0.67311
C 1.05986 1.40476 1.86936
H 3.53564 -0.49275 -0.06317
C -4.92112 -3.82906 -0.89562
H -4.44625 -3.75374 -4.08211
H -5.91422 -2.40029 -3.12663
H -2.66023 -1.17948 -1.18073
H -4.44870 1.43384 -0.58869
Al -1.81040 -2.72726 0.00226
C -4.61029 -1.04583 -2.06583
H -3.71057 -1.02934 2.87384
H 2.69351 0.40280 -3.33621
P -1.23633 -3.02439 -2.46613

In order of appearance, molecular weight = 733.9 606.3 462.9 610.8 277.0 754.6 84.2 641.5 g/mol.